Computed, not measured: a structure of composition C25H26N7ORu in a non-equilibrium geometry, with ωB97M-V/def2-TZVPD.

Computed properties:
E_tot   -1521.27972 Ha
⟨S²⟩   6.132
Charge   +1
Multiplicity   5
HOMO level (spin up / spin down)   -10.5 / -11.1 eV

Geometry as XYZ:
```
60
C25H26N7ORu (ωB97M-V/def2-TZVPD)
Ru 0.0495 0.8133 -0.1891
O 1.0379 -1.1781 -0.2098
N 0.2388 -2.0789 -0.7243
N -1.0103 -5.2018 -1.2134
N 0.1609 1.0321 1.9324
N 2.0342 1.2216 0.1092
N 0.1149 0.6457 -2.1782
N -1.8874 0.5707 -0.6781
N 2.3184 -3.7059 1.4587
C 2.4409 1.1755 1.3376
C -3.2909 -0.4470 1.0980
C 2.3372 1.7473 -2.2620
C -0.3544 -4.3468 -0.8149
C -2.1380 0.1003 -1.9009
C -1.8469 -1.0586 -4.8416
C 0.4685 -3.2845 -0.3069
C -1.5505 -0.4568 3.0034
C 1.3378 0.8295 -2.9524
C -3.2022 -1.2225 -4.6092
C -0.9553 0.0834 -2.7551
C 3.7947 0.8192 1.6706
C 4.4659 0.9048 2.8593
C -0.9473 0.9499 2.8963
C -3.8973 -0.8562 -3.4639
C 1.4932 -3.5522 0.6737
C 2.9665 1.1447 -1.0104
C 1.3554 1.3441 2.3476
C 1.6236 1.9474 3.6360
C 4.0509 1.5026 4.0518
C -2.0858 -1.1254 1.7437
C -3.4360 -0.2933 -2.2941
C -0.8796 -0.4775 -4.0454
C 2.7870 2.0441 4.3415
C -2.9583 0.8059 0.2829
H 4.7921 1.5733 4.8379
H -2.3619 -2.1475 2.0079
H 0.1094 -0.4834 -4.4795
H 1.8125 -0.1426 -3.1290
H 0.7743 2.4262 4.0975
H -3.8554 1.1843 -0.2088
H -1.4862 -1.4352 -5.7919
H -3.7752 -1.1688 0.4361
H 3.8932 1.6634 -0.7709
H -2.3571 -0.3724 3.7369
H 5.4727 0.5057 2.8537
H 1.8529 2.6932 -2.0071
H -0.7932 -1.1091 3.4448
H 3.1940 0.0891 -1.1881
H 2.7085 2.5707 5.2853
H -2.6189 1.6122 0.9291
H -3.7778 -1.6930 -5.3960
H -1.7035 1.6897 2.6362
H 4.3456 0.3651 0.8593
H -4.9601 -1.0667 -3.4766
H -0.6066 1.1884 3.8970
H 3.1328 1.9727 -2.9718
H -4.0272 -0.1733 1.8597
H -1.2880 -1.2360 1.0096
H -4.1982 -0.1612 -1.5405
H 1.0853 1.2583 -3.9237
```

Let us look at the natural (NBO) charges, expressed in e, one per atom: number 1, Ru, carries 1.133; number 2, O, carries -0.608; number 3, N, carries -0.001; number 4, N, carries -0.267; number 5, N, carries -0.459; number 6, N, carries -0.404; number 7, N, carries -0.462; number 8, N, carries -0.505; number 9, N, carries -0.279; number 10, C, carries 0.227; number 11, C, carries -0.413; number 12, C, carries -0.413; number 13, C, carries 0.251; number 14, C, carries 0.301; number 15, C, carries -0.123; number 16, C, carries -0.101; number 17, C, carries -0.400; number 18, C, carries -0.239; number 19, C, carries -0.192; number 20, C, carries 0.204; number 21, C, carries -0.181; number 22, C, carries -0.180; number 23, C, carries -0.241; number 24, C, carries -0.138; number 25, C, carries 0.252; number 26, C, carries -0.255; number 27, C, carries 0.326; number 28, C, carries -0.217; number 29, C, carries -0.110; number 30, C, carries -0.407; number 31, C, carries -0.239; number 32, C, carries -0.230; number 33, C, carries -0.182; number 34, C, carries -0.236; number 35, H, carries 0.233; number 36, H, carries 0.235; number 37, H, carries 0.226; number 38, H, carries 0.208; number 39, H, carries 0.231; number 40, H, carries 0.208; number 41, H, carries 0.229; number 42, H, carries 0.217; number 43, H, carries 0.215; number 44, H, carries 0.220; number 45, H, carries 0.241; number 46, H, carries 0.219; number 47, H, carries 0.222; number 48, H, carries 0.234; number 49, H, carries 0.238; number 50, H, carries 0.200; number 51, H, carries 0.232; number 52, H, carries 0.209; number 53, H, carries 0.237; number 54, H, carries 0.230; number 55, H, carries 0.205; number 56, H, carries 0.240; number 57, H, carries 0.218; number 58, H, carries 0.206; number 59, H, carries 0.221; number 60, H, carries 0.215

***

Computed, not measured: a structure of composition C25H27As2InN4O in a non-equilibrium geometry, with ωB97M-V/def2-TZVPD.

Computed properties:
E_tot   -5924.21511 Ha
Energy relative to the best compared isomer or geometry (same formula, charge and spin)   291.2 kJ/mol
Charge   +2
HOMO level (spin up / spin down)   -13.6 / -13.6 eV

Geometry as XYZ:
```
60
C25H27As2InN4O (ωB97M-V/def2-TZVPD)
In 0.6141 -0.5698 -1.6807
As -2.6017 1.8966 -0.0801
As 0.6911 2.1883 -0.2428
O 2.6275 -0.3511 -0.6040
N -1.6700 -1.5037 -0.8379
N -5.7615 -4.9011 -0.2813
N 2.5536 -4.5928 -0.4894
N 1.3574 -2.8273 -0.9850
C -3.6420 -2.5157 -1.7213
C -4.8848 -4.1698 -0.4023
C 4.9532 -0.2585 -0.4633
C -0.2567 2.9798 1.2692
C -3.8421 0.8882 1.0501
C 2.5795 -3.2390 -0.6345
C 2.5338 2.7755 -0.0368
C -0.2452 4.2836 3.2785
C 5.0175 -3.0467 -0.3427
C 6.1437 -0.8953 -0.3143
C -3.7894 -3.2583 -0.5509
C -1.6309 4.2428 3.3044
C -2.8550 -3.1055 0.4719
C 0.1753 3.3071 -1.7595
C -2.5648 -1.6548 -1.8171
C 0.4518 3.6454 2.2645
C 3.7170 -0.9846 -0.5315
C -3.8114 3.3044 -0.7119
C 6.1830 -2.3054 -0.2532
C -1.6482 2.9119 1.2947
C 3.7734 -2.4385 -0.4837
C 0.5710 -3.9338 -1.0817
C -2.3305 3.5681 2.3136
C -1.8117 -2.2190 0.2797
C 1.3047 -5.0452 -0.7681
H -2.4114 -1.0521 -2.7057
H -0.8177 3.0512 -2.1163
H -3.2492 4.0583 -1.2603
H -4.2991 3.7795 0.1388
H 0.8925 3.1679 -2.5677
H -4.4594 0.2429 0.4253
H 2.5402 3.8631 0.0298
H -4.5743 2.8932 -1.3709
H 0.2984 4.8119 4.0501
H 0.1939 4.3488 -1.4401
H -4.4939 1.5638 1.6015
H 2.9967 2.3413 0.8464
H 3.3210 -5.1807 -0.2098
H -3.4127 3.5485 2.3450
H -2.1708 4.7258 4.1082
H 7.1312 -2.8156 -0.1527
H -4.3487 -2.6151 -2.5329
H -3.2804 0.2750 1.7527
H 1.0309 -6.0842 -0.7070
H -1.0603 -2.0676 1.0463
H 5.1008 -4.1244 -0.3260
H 1.5334 3.6844 2.2531
H 7.0642 -0.3321 -0.2448
H -2.9469 -3.6684 1.3900
H 3.0848 2.4661 -0.9223
H 4.9011 0.8206 -0.5148
H -0.4659 -3.8777 -1.3682
```

Let us look at the natural (NBO) charges, expressed in e, one per atom: number 1, In, carries 1.158; number 2, As, carries 0.836; number 3, As, carries 1.061; number 4, O, carries -0.676; number 5, N, carries -0.520; number 6, N, carries -0.178; number 7, N, carries -0.468; number 8, N, carries -0.556; number 9, C, carries -0.188; number 10, C, carries 0.216; number 11, C, carries -0.163; number 12, C, carries -0.396; number 13, C, carries -0.938; number 14, C, carries 0.335; number 15, C, carries -0.948; number 16, C, carries -0.183; number 17, C, carries -0.192; number 18, C, carries -0.193; number 19, C, carries -0.080; number 20, C, carries -0.165; number 21, C, carries -0.193; number 22, C, carries -0.939; number 23, C, carries 0.039; number 24, C, carries -0.205; number 25, C, carries 0.435; number 26, C, carries -0.930; number 27, C, carries -0.072; number 28, C, carries -0.229; number 29, C, carries -0.074; number 30, C, carries -0.076; number 31, C, carries -0.220; number 32, C, carries 0.043; number 33, C, carries -0.020; number 34, H, carries 0.220; number 35, H, carries 0.249; number 36, H, carries 0.238; number 37, H, carries 0.230; number 38, H, carries 0.246; number 39, H, carries 0.235; number 40, H, carries 0.256; number 41, H, carries 0.244; number 42, H, carries 0.240; number 43, H, carries 0.254; number 44, H, carries 0.237; number 45, H, carries 0.248; number 46, H, carries 0.443; number 47, H, carries 0.222; number 48, H, carries 0.239; number 49, H, carries 0.248; number 50, H, carries 0.262; number 51, H, carries 0.231; number 52, H, carries 0.257; number 53, H, carries 0.218; number 54, H, carries 0.221; number 55, H, carries 0.223; number 56, H, carries 0.253; number 57, H, carries 0.259; number 58, H, carries 0.246; number 59, H, carries 0.231; number 60, H, carries 0.232

***

Computed, not measured: a structure of composition C25H27AsN2S4V, with ωB97M-V/def2-TZVPD.

Computed properties:
E_tot   -5850.70148 Ha
Energy relative to the best compared isomer or geometry (same formula, charge and spin)   0.0 kJ/mol
⟨S²⟩   2.037
Charge   +1
Multiplicity   3
HOMO level (spin up / spin down)   -10.1 / -10.2 eV

Geometry as XYZ:
```
60
C25H27AsN2S4V (ωB97M-V/def2-TZVPD)
As 0.0842 0.3095 -1.2985
V -0.0620 -2.2286 -0.6400
S 2.1408 -2.1815 -1.2464
S -3.0109 -4.5324 0.7427
S -0.3287 -4.5667 -0.6339
S -2.2521 -2.4476 -1.2490
N -0.3202 -1.3484 3.9950
N -0.1795 -1.8250 1.5134
C -0.4106 3.3195 1.6238
C 1.9788 0.6198 -1.3417
C 3.9280 2.0277 -1.4905
C 4.7327 0.8949 -1.4541
C -0.0132 -3.0909 2.2797
C -0.1972 1.5331 -5.3096
C -0.1013 -2.8200 3.7934
C 0.1588 2.3934 0.7582
C -2.5455 2.9858 0.5760
C -1.8667 0.4066 -3.4009
C 4.1701 -0.3676 -1.3704
C -1.4984 -1.2205 1.8389
C 2.7844 -0.5215 -1.3110
C -1.7647 3.6131 1.5373
C -2.3523 0.6808 -4.6704
C -1.6062 -0.9284 3.3464
C -0.6225 1.7568 -0.2055
C 0.9079 -0.9011 1.9121
C -1.9788 2.0604 -0.2898
C -1.5168 1.2438 -5.6245
C 0.8243 -0.5742 3.4159
C 2.5513 1.8865 -1.4374
C -0.5459 0.7101 -3.0805
C -1.9370 -3.9410 -0.3558
C 0.2920 1.2694 -4.0381
H -1.6026 -0.3032 1.2630
H -0.3782 -1.1571 4.9936
H 0.6252 0.4815 3.5949
H 1.3257 1.4892 -3.8058
H -2.2062 4.3422 2.2037
H -3.5981 3.2226 0.4928
H 0.8147 0.0148 1.3371
H 4.3704 3.0116 -1.5681
H 0.8111 -3.0862 4.3236
H -3.3785 0.4426 -4.9166
H -0.9424 -3.3365 4.2524
H -2.2749 -1.9172 1.5250
H -1.7454 0.1306 3.5574
H -1.8929 1.4497 -6.6177
H 0.2101 3.8306 2.3492
H 1.2240 2.1985 0.8151
H 4.8004 -1.2473 -1.3600
H -2.4051 -1.4970 3.8186
H 5.8092 0.9956 -1.5005
H 0.9500 -3.5194 2.0126
H -2.5999 1.5855 -1.0399
H -2.5223 -0.0533 -2.6716
H -0.7915 -3.7883 1.9743
H 1.9173 2.7648 -1.4763
H 1.8576 -1.3673 1.6569
H 0.4573 1.9625 -6.0565
H 1.7219 -0.8653 3.9579
```

Let us look at the natural (NBO) charges, expressed in e, one per atom: number 1, As, carries 0.952; number 2, V, carries 0.660; number 3, S, carries -0.113; number 4, S, carries -0.076; number 5, S, carries -0.083; number 6, S, carries -0.076; number 7, N, carries -0.327; number 8, N, carries -0.471; number 9, C, carries -0.203; number 10, C, carries -0.416; number 11, C, carries -0.237; number 12, C, carries -0.169; number 13, C, carries -0.275; number 14, C, carries -0.212; number 15, C, carries -0.243; number 16, C, carries -0.260; number 17, C, carries -0.212; number 18, C, carries -0.251; number 19, C, carries -0.219; number 20, C, carries -0.275; number 21, C, carries -0.146; number 22, C, carries -0.204; number 23, C, carries -0.185; number 24, C, carries -0.243; number 25, C, carries -0.352; number 26, C, carries -0.262; number 27, C, carries -0.156; number 28, C, carries -0.186; number 29, C, carries -0.242; number 30, C, carries -0.142; number 31, C, carries -0.263; number 32, C, carries -0.542; number 33, C, carries -0.164; number 34, H, carries 0.253; number 35, H, carries 0.446; number 36, H, carries 0.237; number 37, H, carries 0.216; number 38, H, carries 0.229; number 39, H, carries 0.230; number 40, H, carries 0.253; number 41, H, carries 0.228; number 42, H, carries 0.235; number 43, H, carries 0.226; number 44, H, carries 0.241; number 45, H, carries 0.279; number 46, H, carries 0.237; number 47, H, carries 0.227; number 48, H, carries 0.223; number 49, H, carries 0.225; number 50, H, carries 0.234; number 51, H, carries 0.241; number 52, H, carries 0.229; number 53, H, carries 0.247; number 54, H, carries 0.220; number 55, H, carries 0.217; number 56, H, carries 0.283; number 57, H, carries 0.217; number 58, H, carries 0.256; number 59, H, carries 0.226; number 60, H, carries 0.237

***

Computed, not measured: a structure of composition C25H27B2F4MoN8O5Se in a non-equilibrium geometry, with ωB97M-V/def2-TZVPD.

Computed properties:
E_tot   -4701.00522 Ha
⟨S²⟩   2.105
Charge   +3
Multiplicity   3
HOMO level (spin up / spin down)   -16.0 / -16.0 eV

Geometry as XYZ:
```
73
C25H27B2F4MoN8O5Se (ωB97M-V/def2-TZVPD)
Mo -0.1844 -2.5069 0.2089
Se -3.0393 3.1207 1.5247
F -3.5612 -1.9453 3.4565
F -2.5206 -0.2999 2.2481
F 1.3846 1.0466 -1.0902
F 2.6585 -0.0003 -2.7323
O 0.5779 -0.9155 -2.1391
O 2.5389 -1.0293 -0.5703
O 2.0380 -4.0760 -3.0367
O -3.0502 -2.3072 1.2989
O -1.2109 -2.0778 3.0659
N 0.8767 -6.4921 -0.4536
N -3.3948 5.7743 0.4992
N 1.5689 -1.3878 0.4235
N 0.1013 -4.4000 -0.2845
N -2.1869 -1.9738 0.3107
N -1.3621 4.9933 0.0949
N -0.4298 -1.2751 -1.2340
N -0.1365 -1.9586 2.1496
C 4.7555 -4.2180 0.1230
C -2.5799 -0.9745 -0.5005
C -1.6950 0.2827 -2.6385
C -1.5991 -0.6175 -1.4436
C 1.2476 -5.1609 -0.5073
C -0.5310 -6.5697 -0.2717
C -3.0758 8.1330 -0.4717
C -0.9663 8.2510 -1.7569
C 4.0740 -3.3135 -2.0626
C 3.1485 -0.2178 1.8879
C -0.2330 4.0778 -0.0382
C -3.9501 -0.3153 -0.3945
C 1.9115 -1.0235 1.6544
C -2.7113 6.8283 -0.0846
C -0.5077 7.0073 -1.2627
C 0.9867 -1.3778 2.6682
C 3.6052 -4.9423 0.1468
C -2.1650 8.8449 -1.2938
C 2.8576 -4.0725 -2.0793
C 4.9755 -3.4097 -1.0547
C 1.2313 -1.2686 4.1371
C -0.9393 -5.2676 -0.1312
C 2.5808 -4.7850 -0.8414
C -1.3945 6.3313 -0.4741
C -2.5427 4.6516 0.6335
B 1.8073 -0.2438 -1.6524
B -2.5495 -1.6591 2.5553
H -4.2608 -0.4971 0.6719
H 0.7336 4.5983 0.0271
H -1.2324 -0.2910 -3.4740
H 4.2802 -2.7398 -2.9779
H -1.9807 -4.9529 0.0213
H -2.4106 9.8736 -1.5218
H 4.0418 -0.8676 1.9548
H -0.1916 3.6085 -0.9939
H 1.9728 -2.0096 4.5226
H 5.5137 -4.1739 0.9456
H 0.3808 6.5129 -1.5200
H -0.4301 8.7513 -2.5572
H 3.2730 0.4802 1.0634
H 5.9749 -2.9579 -1.1318
H -4.0533 8.6421 -0.1588
H -3.8256 0.7041 -0.6783
H 1.6125 -7.1814 -0.5556
H -1.0276 -7.4706 -0.2030
H 1.6246 -0.2787 4.4493
H -1.1100 1.1581 -2.4378
H -4.3825 5.7209 0.8034
H 3.0194 0.2595 2.8664
H -0.3317 3.2937 0.7431
H 0.2994 -1.5461 4.5746
H -4.6353 -0.8630 -1.0924
H 3.4394 -5.5491 1.0401
H -2.7031 0.5154 -2.9677
```

Let us look at the Mulliken charges, expressed in e, one per atom: number 1, Mo, carries -0.138; number 2, Se, carries 0.009; number 3, F, carries -0.326; number 4, F, carries -0.253; number 5, F, carries -0.310; number 6, F, carries -0.285; number 7, O, carries -0.497; number 8, O, carries -0.432; number 9, O, carries -0.569; number 10, O, carries -0.555; number 11, O, carries -0.516; number 12, N, carries 0.169; number 13, N, carries -0.017; number 14, N, carries 1.256; number 15, N, carries -0.136; number 16, N, carries 0.621; number 17, N, carries 0.323; number 18, N, carries 0.836; number 19, N, carries 0.791; number 20, C, carries -0.774; number 21, C, carries 0.447; number 22, C, carries -1.276; number 23, C, carries 0.314; number 24, C, carries -0.319; number 25, C, carries -0.734; number 26, C, carries -0.592; number 27, C, carries -0.619; number 28, C, carries -0.508; number 29, C, carries -1.192; number 30, C, carries -1.245; number 31, C, carries -1.188; number 32, C, carries 0.748; number 33, C, carries 0.340; number 34, C, carries -0.597; number 35, C, carries -0.373; number 36, C, carries -0.019; number 37, C, carries -0.439; number 38, C, carries 0.415; number 39, C, carries -0.367; number 40, C, carries -1.432; number 41, C, carries -0.458; number 42, C, carries 0.312; number 43, C, carries 0.709; number 44, C, carries -0.030; number 45, B, carries 0.582; number 46, B, carries 0.664; number 47, H, carries 0.234; number 48, H, carries 0.351; number 49, H, carries 0.385; number 50, H, carries 0.494; number 51, H, carries 0.491; number 52, H, carries 0.426; number 53, H, carries 0.255; number 54, H, carries 0.550; number 55, H, carries 0.350; number 56, H, carries 0.468; number 57, H, carries 0.493; number 58, H, carries 0.400; number 59, H, carries 0.343; number 60, H, carries 0.431; number 61, H, carries 0.330; number 62, H, carries 0.410; number 63, H, carries 0.278; number 64, H, carries 0.476; number 65, H, carries 0.442; number 66, H, carries 0.220; number 67, H, carries 0.299; number 68, H, carries 0.426; number 69, H, carries 0.300; number 70, H, carries 0.474; number 71, H, carries 0.371; number 72, H, carries 0.459; number 73, H, carries 0.508